No. 1
{
  "formula": "C17H16Br2ClF3N2O4S",
  "method": "the ωB97M-V functional and the def2-TZVPD basis",
  "species": ["C", "H", "O", "H", "F", "C", "C", "C", "H", "C", "O", "O", "H", "C", "H", "C", "F", "H", "N", "C", "C", "C", "Br", "C", "C", "H", "H", "Cl", "H", "O", "H", "C", "Br", "C", "H", "N", "C", "H", "H", "C", "F", "H", "C", "S", "H", "H"],
  "xyz": [[1.072, 0.147, 0.342], [-6.906, -3.261, -0.129], [-2.131, -2.396, 2.131], [-4.991, -4.783, 0.257], [5.404, 4.592, -1.783], [3.206, 3.316, -0.099], [2.143, 1.133, 0.453], [4.546, 3.580, -2.010], [-5.244, -2.449, 2.966], [-3.306, -2.586, 1.963], [-3.716, -3.382, 0.963], [-0.572, -1.051, -2.697], [-3.910, -1.673, 3.778], [3.340, 0.821, 1.297], [-5.499, -4.098, 1.782], [0.885, 2.609, -1.006], [3.445, 4.020, -2.622], [3.553, 3.266, 0.946], [0.630, 3.697, -1.729], [-0.836, -1.559, -1.648], [-0.031, 0.423, -0.393], [-0.208, 1.647, -1.113], [3.216, 1.275, 3.180], [2.041, 2.329, -0.216], [4.454, 0.254, 0.836], [-4.589, -0.920, 2.324], [2.930, 4.361, -0.283], [-0.856, -3.339, -1.456], [1.112, -0.813, 0.864], [4.315, 2.845, -0.902], [-2.112, -0.154, -0.605], [-5.904, -2.862, 0.035], [5.975, -0.078, 1.977], [-5.060, -3.849, 0.814], [-1.202, -1.202, 0.510], [-1.226, 2.039, -1.854], [4.603, -0.174, -0.622], [4.918, 0.652, -1.270], [-5.446, -2.654, -0.933], [-1.137, -0.644, -0.434], [5.179, 2.767, -2.895], [-5.994, -1.910, 0.559], [-4.339, -1.869, 2.798], [-0.830, 3.521, -2.403], [5.396, -0.937, -0.681], [3.685, -0.655, -0.995]],
  "mulliken_charge": [-0.118, 0.377, -0.618, 0.341, -0.281, -1.889, 0.631, 0.872, 0.335, 0.887, -0.344, -0.446, 0.346, -1.206, 0.371, 1.119, -0.227, 0.538, -0.589, 0.589, 0.531, 0.484, -0.082, 0.872, 0.277, 0.246, 0.487, -0.174, 0.539, -0.242, 0.481, -0.983, -0.157, -0.409, 0.086, -0.679, -1.014, 0.174, 0.278, -1.079, -0.291, 0.267, -1.105, 0.128, 0.455, 0.221],
  "molar_mass_g_mol": 596.647,
  "total_charge": 0,
  "homo_ev": -9.27,
  "de_lowest_kcal_mol": 0.0
}

No. 2
{
  "formula": "C3F4N2",
  "method": "the ωB97M-V functional and the def2-TZVPD basis",
  "species": ["C", "N", "C", "F", "C", "F", "N", "F", "F"],
  "xyz": [[1.600, -0.084, 0.106], [-1.151, -2.005, -0.867], [-1.046, 0.364, -0.009], [2.171, -1.301, 0.216], [-1.154, -0.930, -0.513], [2.194, 0.722, 1.004], [-1.613, 1.415, 0.142], [1.793, 0.254, -1.183], [-1.197, 2.566, 0.771]],
  "mulliken_charge": [0.495, -0.308, 0.261, -0.184, 0.369, -0.173, -0.188, -0.177, -0.095],
  "molar_mass_g_mol": 140.039,
  "total_charge": 0,
  "homo_ev": [-10.06, -10.84],
  "de_lowest_kcal_mol": 137.7
}

No. 3
{
  "formula": "C2H5N5",
  "method": "the ωB97M-V functional and the def2-TZVPD basis",
  "species": ["H", "H", "N", "N", "H", "H", "C", "C", "H", "N", "N", "N"],
  "xyz": [[-0.740, 0.116, 2.711], [-0.203, 1.465, 1.876], [-1.244, -1.231, 0.553], [-0.853, -0.125, -1.495], [-0.539, -0.259, -2.454], [2.021, 0.393, 0.003], [0.111, 0.063, -0.580], [-0.495, -0.195, 0.747], [1.787, 0.434, -1.703], [-0.198, 0.453, 1.924], [-1.029, -1.562, -0.806], [1.381, 0.447, -0.778]],
  "mulliken_charge": [0.278, 0.225, -0.326, -0.209, 0.311, 0.255, 0.307, 0.288, 0.215, -0.508, -0.491, -0.347],
  "molar_mass_g_mol": 99.097,
  "total_charge": 0,
  "smiles": "Nc1nn[nH]c1N",
  "homo_ev": [-6.37, -6.37],
  "de_lowest_kcal_mol": 116.5
}

No. 4
{
  "formula": "C16H22N2O3S",
  "method": "the ωB97M-V functional and the def2-TZVPD basis",
  "species": ["H", "H", "N", "H", "C", "C", "S", "H", "C", "H", "C", "C", "H", "C", "C", "H", "C", "H", "C", "C", "H", "H", "H", "H", "C", "O", "H", "C", "H", "H", "H", "H", "H", "C", "C", "H", "H", "N", "H", "O", "H", "O", "C", "C"],
  "xyz": [[-2.859, 2.698, 0.511], [-3.045, -0.796, 2.010], [-3.583, 0.097, 0.249], [-0.681, 2.315, 1.262], [-5.271, -1.259, -1.354], [-2.250, 2.126, -0.190], [-3.792, -1.467, -0.336], [2.693, 1.774, 1.420], [3.360, -0.144, -0.651], [4.368, -0.066, -2.532], [5.200, -1.574, -1.265], [-2.813, 0.128, 1.479], [1.964, 0.785, -1.989], [2.437, 0.984, -1.023], [2.265, -0.330, 1.597], [3.026, 1.908, -1.125], [-1.318, 0.231, 1.189], [-3.152, 0.973, 2.087], [-3.081, 0.997, -0.785], [4.319, -0.554, -1.570], [1.398, -0.994, 1.532], [-5.641, -2.247, -1.596], [-5.991, -0.714, -0.760], [-2.463, 0.439, -1.497], [1.829, 1.106, 1.305], [-2.703, -1.879, -1.179], [5.939, -1.884, -1.989], [-0.998, 1.581, 0.514], [4.127, -2.272, 1.856], [-5.000, -0.722, -2.252], [2.670, -0.403, 2.608], [1.056, 1.426, 2.001], [-0.760, 0.111, 2.118], [0.121, 1.408, -0.519], [4.184, -1.792, 0.890], [-1.055, -0.591, 0.519], [5.815, -2.996, 0.215], [1.375, 1.198, -0.060], [-1.943, 2.787, -1.002], [-0.108, 1.471, -1.714], [-3.944, 1.412, -1.315], [-4.120, -2.310, 0.777], [5.131, -2.198, -0.030], [3.295, -0.766, 0.592]],
  "mulliken_charge": [0.439, 0.550, 0.064, 0.634, -1.049, -1.594, 1.188, 0.427, 0.866, 0.432, -0.518, -1.515, 0.495, -1.398, -0.638, 0.341, -0.444, 0.361, -0.729, -0.775, 0.216, 0.417, 0.321, 0.638, -1.130, -0.621, 0.390, 0.324, 0.425, 0.334, 0.464, 0.410, 0.544, 0.432, -0.654, 0.396, 0.384, 0.129, 0.486, -0.709, 0.333, -0.703, -0.619, 0.655],
  "molar_mass_g_mol": 322.430,
  "total_charge": 0,
  "smiles": "CS(=O)(=O)N1CCC(C(=O)N2CCc3ccccc3C2)CC1",
  "homo_ev": -9.06,
  "de_lowest_kcal_mol": 33.4
}

No. 5
{
  "formula": "C43H44BCrO3P2",
  "method": "the ωB97M-V functional and the def2-TZVPD basis",
  "species": ["H", "O", "C", "H", "H", "C", "C", "H", "C", "H", "H", "H", "C", "C", "C", "H", "P", "H", "H", "C", "H", "B", "H", "H", "H", "C", "C", "H", "C", "C", "H", "H", "O", "H", "C", "H", "C", "H", "H", "O", "C", "C", "C", "C", "C", "C", "H", "H", "C", "C", "C", "C", "H", "C", "H", "C", "H", "H", "C", "H", "H", "C", "H", "C", "C", "C", "C", "H", "H", "C", "H", "H", "H", "Cr", "P", "H", "C", "C", "C", "H", "H", "H", "H", "H", "C", "C", "C", "C", "H", "C", "H", "C", "H", "C"],
  "xyz": [[-0.789, 0.597, 4.301], [-0.862, 1.988, 1.321], [1.709, -2.210, 1.910], [2.576, 2.469, 2.443], [3.479, -2.493, 0.700], [-0.792, -4.007, 2.466], [-2.209, -2.631, 1.057], [2.001, -2.700, -1.992], [-3.769, 3.684, -1.818], [0.378, -1.061, -1.725], [1.706, -1.356, 5.195], [5.054, -2.023, 2.562], [-0.821, 0.504, -3.947], [-2.513, 3.150, -2.120], [3.978, -1.991, 2.737], [1.006, -1.034, -6.394], [0.521, -2.413, 0.525], [2.673, 1.430, 3.829], [0.010, 1.966, 5.140], [0.161, -0.535, -5.923], [0.884, 0.525, 4.895], [-0.050, 0.868, 1.181], [-5.218, 0.922, -0.445], [2.794, -6.941, -2.229], [0.200, -4.307, 2.807], [-3.208, 1.013, -1.209], [1.879, 4.069, -3.602], [-4.327, -2.799, 1.429], [2.363, -6.084, -1.709], [-2.224, 1.812, -1.807], [1.179, -0.321, -4.029], [-4.072, -4.521, 3.215], [2.880, 0.709, -0.356], [2.080, 3.082, 4.052], [2.072, 2.226, 3.378], [-2.995, 0.547, -6.588], [0.255, -0.141, -4.581], [2.974, -4.648, -3.195], [0.150, -1.760, 3.337], [0.855, 0.653, 2.204], [1.438, 4.412, -1.249], [0.625, 3.278, -1.250], [2.098, -1.604, 4.222], [1.067, 2.930, -3.600], [-1.989, 0.751, -4.692], [-3.336, -3.149, 1.710], [-1.787, -5.295, 3.869], [-5.726, 3.303, -0.990], [2.463, -4.798, -2.247], [0.680, 1.712, 3.136], [-4.464, 1.549, -0.911], [1.224, -1.848, 3.169], [1.239, 3.733, 1.356], [-1.918, -4.545, 3.093], [-3.977, 4.723, -2.062], [1.214, -3.880, -0.361], [-2.120, 3.808, 2.710], [2.708, 5.692, -2.425], [1.696, -6.269, -0.494], [-0.782, -1.210, -1.503], [-2.985, -0.027, -0.976], [-1.479, 3.149, 3.290], [-1.125, 3.719, 4.145], [-0.319, 2.706, 2.444], [1.123, -5.178, 0.166], [1.838, 0.196, -0.538], [2.072, 4.806, -2.435], [1.615, -7.264, -0.056], [-2.830, 1.263, -4.223], [-3.194, -4.108, 2.720], [-2.089, 2.322, 3.645], [0.915, 2.373, -4.521], [2.366, 4.382, -4.527], [0.065, -0.336, -0.419], [-0.621, 1.028, -2.203], [4.164, -1.441, 4.830], [3.491, -1.661, 4.001], [1.902, -3.699, -1.576], [-2.080, 0.353, -6.031], [-0.348, 4.537, 1.352], [-2.304, -1.876, 0.273], [-1.758, 3.772, -2.602], [0.695, 4.557, 2.789], [0.107, 2.983, -0.343], [-1.006, -0.294, -6.652], [0.144, 1.153, 4.429], [0.445, 2.516, -2.408], [3.096, -2.262, 1.691], [-1.081, -0.607, -7.690], [-4.747, 2.885, -1.216], [0.600, -5.342, 1.106], [0.357, 3.955, 1.948], [1.576, 4.983, -0.337], [-0.928, -3.075, 1.424]],
  "mulliken_charge": [0.292, -0.027, 0.702, 0.315, 0.482, -0.206, -0.517, 0.234, -0.751, 0.662, 0.665, 0.450, 0.567, -0.376, -0.746, 0.440, 2.114, 0.445, 0.559, -0.751, 0.336, 1.881, 0.480, 0.406, 0.517, -0.761, -0.875, 0.474, -0.536, 0.541, 0.446, 0.423, -0.257, 0.385, -1.825, 0.440, -0.457, 0.431, 0.479, -0.175, -0.944, 0.639, -1.077, -0.714, -0.548, -0.670, 0.447, 0.438, -0.827, 1.267, -0.698, -0.644, 0.194, -1.067, 0.460, 0.443, 0.465, 0.415, -0.824, 0.315, 0.305, -2.008, 0.412, 1.961, -0.568, 0.242, -0.831, 0.440, 0.448, -0.669, 0.393, 0.449, 0.435, -1.341, 1.953, 0.463, -0.695, -0.121, -0.783, 0.526, 0.053, 0.499, 0.615, 0.030, -0.594, -2.014, 0.019, -0.520, 0.422, -0.661, 0.304, -2.199, 0.502, 0.558],
  "molar_mass_g_mol": 733.578,
  "total_charge": 2,
  "homo_ev": [-13.98, -14.08],
  "spin_multiplicity": 4,
  "s2": 3.819
}

No. 6
{
  "formula": "C30H29BaCl3FGeN4O6S",
  "method": "the ωB97M-V functional and the def2-TZVPD basis",
  "species": ["Cl", "C", "C", "H", "H", "H", "Ba", "H", "H", "Cl", "C", "C", "O", "H", "H", "C", "H", "C", "H", "H", "C", "H", "H", "C", "N", "C", "H", "N", "C", "N", "O", "H", "F", "C", "H", "H", "C", "H", "C", "C", "H", "C", "H", "C", "Cl", "H", "C", "O", "C", "H", "S", "O", "C", "C", "C", "C", "N", "C", "H", "O", "C", "C", "C", "H", "H", "C", "C", "H", "C", "H", "Ge", "O", "H", "H", "C", "H"],
  "xyz": [[-3.009, 6.607, -3.396], [-2.419, 0.136, -4.148], [3.262, -1.232, 0.862], [2.919, -3.330, 2.478], [2.789, 0.950, 3.459], [-3.580, -0.270, -5.893], [-0.349, 1.302, -1.124], [-4.853, -2.185, -1.405], [1.113, -3.779, 4.107], [-5.350, 4.268, -3.857], [3.145, -2.281, -0.244], [-1.332, -2.390, 0.037], [1.943, -1.504, -3.836], [-2.413, -0.988, 2.131], [0.161, 1.889, 4.091], [-2.146, 0.065, 2.259], [-1.574, 2.209, 3.978], [3.069, 3.844, 0.927], [3.939, -2.163, -0.984], [-3.997, -4.385, -0.552], [-2.631, -0.420, -5.397], [3.207, -3.290, 0.181], [4.721, -0.606, 2.354], [-2.107, -3.543, 0.012], [1.137, 0.716, 1.291], [1.129, -2.852, 3.548], [-1.727, -1.575, -6.968], [-1.271, 0.001, -3.479], [2.163, -1.416, 1.894], [-1.787, -1.232, -0.430], [-2.995, 2.025, -1.513], [3.131, -0.253, 0.406], [1.649, 2.699, -0.529], [2.041, 1.673, 1.583], [3.135, 4.608, 0.163], [-1.832, 0.462, 1.296], [-0.728, 1.724, 3.482], [2.209, -2.181, -0.788], [-1.589, -4.796, 0.547], [-1.043, 0.238, 3.306], [4.443, 4.755, 2.326], [2.269, 2.766, 0.699], [-0.577, 2.222, 2.526], [4.650, -1.285, 1.502], [-2.288, 3.955, -5.228], [0.456, -1.786, -5.713], [-0.398, -1.258, -5.312], [-1.882, 2.828, 0.489], [1.075, -0.822, -3.299], [-0.665, -2.083, 4.436], [-2.352, 3.210, -0.850], [-3.300, 4.365, -0.889], [2.852, 1.761, 2.741], [1.155, -0.444, 2.076], [-3.027, -1.172, -0.922], [-3.388, -3.491, -0.518], [-1.223, -5.799, 0.972], [2.139, -2.593, 2.638], [-3.351, -0.187, -1.250], [-1.172, 3.591, -1.734], [0.130, -0.696, 3.024], [-1.598, -1.132, -5.987], [3.803, 3.909, 2.119], [4.263, 2.845, 3.919], [5.414, -0.996, 0.775], [0.134, -1.900, 3.724], [3.690, 2.843, 2.997], [4.890, -2.296, 1.849], [-3.859, -2.282, -0.990], [-0.326, -2.395, 0.447], [-3.261, 4.482, -3.334], [1.114, -0.223, -2.181], [-3.181, 0.731, -3.654], [-1.446, -0.111, 4.263], [-0.269, -0.675, -4.057], [-3.045, 0.616, 2.548]],
  "mulliken_charge": [-0.379, -0.506, 0.932, 0.285, 0.558, 0.423, 1.427, 0.469, 0.323, -0.413, -1.405, -0.547, -0.786, 0.204, 0.346, -1.036, 0.543, -0.646, 0.462, 0.472, -0.977, 0.301, 0.365, 0.438, 2.080, -1.550, 0.385, 0.587, 0.864, 0.661, -0.467, 0.080, -0.297, -0.377, 0.450, 0.087, -1.655, 0.130, -0.076, 0.400, 0.361, 0.229, 0.125, -1.767, -0.420, 0.519, -0.576, -0.550, -0.091, 0.315, 0.855, -0.699, -0.640, -1.149, -0.396, -0.332, -0.603, -0.214, 0.563, -0.822, 0.919, -0.241, -0.537, 0.362, 0.450, -0.758, -0.962, 0.331, -1.056, 0.416, 0.797, -0.499, 0.591, 0.474, 0.302, 0.548],
  "molar_mass_g_mol": 908.946,
  "total_charge": -2,
  "homo_ev": [-2.07, -2.07],
  "spin_multiplicity": 2,
  "de_lowest_kcal_mol": 36.0,
  "s2": 0.753
}